Below is C7H6ClN3O2S in the gas phase in a non-equilibrium geometry, with properties calculated with ωB97M-V/def2-TZVPD.

Results
**HOMO level (alpha / beta)**: -8.76 / -8.75 eV
**Gap between HOMO and LUMO (alpha / beta)**: 7.36 / 7.35 eV
**Charge**: 0
**2S+1**: 1

Element x y z (Å)
C1 -2.72 -0.08 -1.25
C2 -2.99 -1.01 -0.31
C3 -1.37 0.46 -1.31
C4 -1.95 -1.63 0.41
C5 -0.38 -0.21 -0.67
C6 -0.63 -1.15 0.27
C7 1.95 -0.49 -0.08
N1 0.41 -1.72 1.03
N2 1.58 -1.42 0.72
N3 3.14 1.52 1.16
O1 1.57 2.07 -0.69
O2 0.63 1.34 1.51
S1 1.61 1.24 0.48
Cl1 3.20 -0.61 -1.21
H1 -3.49 0.20 -2.09
H2 -3.98 -1.27 0.00
H3 -1.13 1.09 -2.13
H4 -2.12 -2.22 1.20
H5 3.16 1.59 2.25
H6 3.51 2.31 0.70

***

Below is a molecular structure, C26H46BrIrN3O3PS in a non-equilibrium geometry, with properties calculated with ωB97M-V/def2-TZVPD.

Results
**HOMO level (alpha / beta)**: -10.55 / -10.58 eV
**Gap between HOMO and LUMO (alpha / beta)**: 5.16 / 5.53 eV
**Charge**: +1
**2S+1**: 2

Element x y z (Å)
Ir1 -0.11 1.04 -0.55
C1 -2.03 5.05 -0.02
C2 -2.29 3.79 -0.84
C3 -3.61 3.79 -1.58
O1 -2.18 2.66 -0.02
C4 -1.07 3.80 -1.98
O2 -1.24 4.64 -2.82
O3 -0.18 2.97 -1.77
H1 -2.82 5.17 0.72
H2 -2.02 5.92 -0.68
H3 -1.07 4.97 0.48
H4 -4.43 3.91 -0.87
H5 -3.74 2.85 -2.12
H6 -3.65 4.61 -2.30
H7 -2.80 1.99 -0.34
C5 0.67 -3.02 -2.47
C6 0.61 -3.22 -0.96
C7 0.95 -4.66 -0.59
C8 -0.81 -2.90 -0.50
P1 1.82 -1.89 -0.22
N1 1.16 -0.48 -0.46
C9 3.53 -1.95 -1.11
C10 4.54 -1.18 -0.25
C11 3.41 -1.20 -2.44
C12 4.04 -3.37 -1.33
C13 2.01 -2.07 1.69
C14 2.82 -3.29 2.12
C15 2.64 -0.78 2.22
C16 0.60 -2.18 2.26
H8 -0.15 -3.57 -2.94
H9 1.59 -3.40 -2.89
H10 0.55 -1.97 -2.72
H11 0.27 -5.31 -1.14
H12 0.80 -4.85 0.46
H13 1.96 -4.94 -0.86
H14 -1.52 -3.25 -1.25
H15 -0.95 -1.82 -0.39
H16 -1.07 -3.38 0.44
H17 4.16 -0.19 -0.02
H18 5.47 -1.06 -0.81
H19 4.78 -1.71 0.66
H20 2.91 -0.25 -2.30
H21 2.87 -1.77 -3.20
H22 4.41 -1.01 -2.84
H23 4.03 -3.94 -0.41
H24 5.07 -3.32 -1.69
H25 3.47 -3.90 -2.09
H26 3.85 -3.23 1.78
H27 2.39 -4.22 1.76
H28 2.83 -3.33 3.21
H29 3.72 -0.84 2.28
H30 2.27 -0.59 3.23
H31 2.36 0.07 1.61
H32 0.14 -3.13 2.01
H33 -0.02 -1.37 1.89
H34 0.64 -2.12 3.34
C17 0.31 4.53 3.25
N2 -0.88 3.74 3.23
C18 -2.08 4.11 3.96
C19 -3.06 2.96 3.65
N3 -2.25 2.06 2.86
C20 -1.02 2.54 2.65
S1 0.25 1.72 1.90
H35 0.06 5.58 3.08
H36 0.97 4.18 2.46
H37 0.83 4.44 4.21
H38 -2.45 5.08 3.63
H39 -1.86 4.18 5.03
H40 -3.92 3.31 3.07
H41 -3.43 2.46 4.55
H42 -2.56 1.17 2.52
Br1 -4.40 -2.50 -4.60
C21 -3.37 -1.38 -3.44
C22 -2.19 -0.82 -3.89
C23 -1.43 -0.05 -3.02
C24 -1.82 0.15 -1.69
C25 -3.03 -0.40 -1.28
C26 -3.81 -1.16 -2.14
H43 -1.85 -0.98 -4.91
H44 -0.51 0.40 -3.39
H45 -3.37 -0.29 -0.26
H46 -4.74 -1.59 -1.81

***

Below is C18H28N2O5S in the gas phase in a non-equilibrium geometry, with properties calculated with ωB97M-V/def2-TZVPD.

Results
**HOMO level**: -8.86 eV
**Gap between HOMO and LUMO**: 9.56 eV
**Charge**: 0
**2S+1**: 1
**Structure (SMILES)**: CCOc1ccc(S(=O)(=O)N(CC)CC(=O)NC[C@@H]2CCCO2)cc1C

Element x y z (Å)
C1 6.11 -1.99 0.85
C2 5.71 -0.78 0.01
H1 6.46 0.01 0.12
O1 4.51 -0.19 0.45
C3 3.31 -0.76 0.17
C4 3.13 -1.88 -0.64
C5 1.86 -2.37 -0.88
C6 0.77 -1.75 -0.30
C7 0.93 -0.64 0.50
C8 2.19 -0.13 0.74
C9 2.39 1.09 1.60
H2 2.96 1.84 1.06
H3 2.96 0.83 2.49
H4 1.42 1.49 1.88
H5 0.07 -0.16 0.94
S1 -0.86 -2.39 -0.62
O2 -1.71 -2.06 0.50
O3 -0.79 -3.77 -0.98
N1 -1.32 -1.57 -2.00
C10 -1.10 -0.15 -2.13
H6 -1.10 0.11 -3.19
C11 -2.03 0.84 -1.42
O4 -2.16 1.97 -1.86
N2 -2.66 0.39 -0.32
H7 -2.42 -0.52 0.05
C12 -3.31 1.30 0.58
H8 -3.51 2.23 0.03
H9 -4.26 0.87 0.92
C13 -2.41 1.59 1.80
C14 -2.89 2.82 2.57
H10 -2.55 2.77 3.61
C15 -2.20 3.98 1.83
H11 -2.89 4.48 1.16
C16 -1.08 3.28 1.04
H12 -0.08 3.67 1.28
H13 -1.24 3.37 -0.04
O5 -1.09 1.91 1.41
H14 -1.80 4.71 2.52
H15 -3.98 2.91 2.57
H16 -2.34 0.69 2.41
H17 -0.09 0.07 -1.74
C17 -2.35 -2.19 -2.81
C18 -3.77 -1.86 -2.36
H18 -3.91 -2.17 -1.32
H19 -4.48 -2.40 -2.98
H20 -3.97 -0.80 -2.44
H21 -2.17 -3.26 -2.73
H22 -2.20 -1.87 -3.84
H23 1.70 -3.24 -1.50
H24 3.97 -2.38 -1.09
H25 5.65 -1.05 -1.05
H26 7.06 -2.38 0.50
H27 6.21 -1.70 1.89
H28 5.36 -2.78 0.78

***

Below is 12 unconnected molecules or ions with the total composition C45H67N13O in a non-equilibrium geometry, with properties calculated with ωB97M-V/def2-TZVPD.

Results
**HOMO level (alpha / beta)**: -9.71 / -9.71 eV
**Gap between HOMO and LUMO (alpha / beta)**: 6.81 / 2.88 eV
**Charge**: +1
**2S+1**: 2

Element x y z (Å)
C1 12.42 7.76 -13.08
O1 12.98 8.81 -13.39
N1 12.66 6.97 -12.07
N2 11.41 7.26 -13.71
H1 12.06 6.17 -12.15
H2 13.35 7.14 -11.35
H3 10.88 6.45 -13.44
H4 11.16 7.69 -14.60
C2 15.59 6.40 -18.11
C3 16.70 7.36 -17.51
C4 18.11 6.89 -17.73
C5 18.50 6.39 -19.04
N3 18.74 6.06 -20.12
H5 15.72 6.47 -19.19
H6 14.58 6.68 -17.80
H7 15.54 5.36 -17.80
H8 16.57 7.45 -16.43
H9 16.55 8.37 -17.88
H10 18.29 6.11 -16.98
H11 18.88 7.61 -17.45
C6 16.71 1.24 -16.39
C7 15.97 0.02 -15.89
C8 14.45 0.39 -15.58
C9 14.12 1.63 -14.89
N4 13.81 2.61 -14.33
H12 16.17 1.91 -17.06
H13 17.66 0.92 -16.81
H14 16.91 1.94 -15.59
H15 16.54 -0.45 -15.09
H16 16.08 -0.62 -16.77
H17 14.25 -0.35 -14.81
H18 13.75 0.31 -16.41
C10 9.44 4.56 -23.71
C11 10.70 5.28 -23.03
C12 12.13 4.84 -23.57
C13 12.31 4.80 -25.06
N5 12.40 4.80 -26.16
H19 9.56 3.49 -23.91
H20 9.25 4.96 -24.70
H21 8.53 4.65 -23.12
H22 10.64 5.18 -21.94
H23 10.54 6.33 -23.27
H24 12.28 3.76 -23.49
H25 12.96 5.38 -23.12
C14 13.41 7.94 -21.95
C15 13.23 7.87 -20.44
C16 11.98 8.64 -19.96
C17 11.99 10.06 -20.27
N6 12.09 11.20 -20.49
H26 14.29 7.36 -22.24
H27 13.53 8.91 -22.42
H28 12.55 7.46 -22.43
H29 14.03 8.28 -19.82
H30 13.19 6.82 -20.16
H31 11.77 8.39 -18.92
H32 11.19 8.22 -20.58
N7 11.07 11.64 -17.29
C18 9.74 11.93 -17.18
C19 9.13 10.70 -16.90
C20 10.08 9.72 -16.84
C21 11.33 10.33 -16.98
H33 11.82 12.30 -17.46
H34 9.36 12.94 -17.24
H35 8.14 10.40 -16.61
H36 10.08 8.67 -16.57
H37 12.32 9.90 -16.88
N8 10.80 4.23 -11.35
C22 10.86 3.66 -12.61
C23 9.98 4.31 -13.45
C24 9.36 5.31 -12.79
C25 9.97 5.27 -11.50
H38 11.42 3.98 -10.59
H39 11.56 2.84 -12.71
H40 9.78 4.14 -14.50
H41 8.57 5.86 -13.28
H42 9.78 5.92 -10.66
N9 8.24 3.34 -16.33
C26 7.61 4.54 -16.57
C27 6.26 4.42 -16.12
C28 6.06 3.10 -15.73
C29 7.28 2.41 -15.88
H43 9.15 2.96 -16.56
H44 8.24 5.30 -16.99
H45 5.51 5.20 -16.13
H46 5.17 2.67 -15.30
H47 7.60 1.38 -15.85
N10 12.20 4.21 -16.88
C30 11.12 5.04 -16.79
C31 10.89 5.58 -18.07
C32 11.66 4.77 -18.91
C33 12.64 3.99 -18.17
H48 12.60 3.68 -16.11
H49 10.86 5.43 -15.81
H50 10.10 6.28 -18.33
H51 11.52 4.67 -19.98
H52 13.50 3.44 -18.52
N11 7.68 7.52 -20.84
C34 8.17 7.86 -19.56
C35 7.31 7.30 -18.63
C36 6.41 6.60 -19.35
C37 6.65 6.72 -20.72
H53 7.99 7.99 -21.68
H54 8.96 8.57 -19.40
H55 7.41 7.46 -17.57
H56 5.55 6.13 -18.91
H57 6.17 6.36 -21.62
N12 10.42 0.07 -15.24
C38 10.71 1.29 -15.85
C39 10.58 1.14 -17.23
C40 10.32 -0.20 -17.45
C41 10.11 -0.76 -16.23
H58 10.33 -0.16 -14.26
H59 11.12 2.13 -15.32
H60 10.82 1.91 -17.95
H61 10.19 -0.68 -18.41
H62 9.92 -1.80 -15.99
N13 16.48 4.06 -20.55
C42 16.85 2.77 -20.34
C43 15.67 2.07 -20.53
C44 14.66 2.87 -20.95
C45 15.14 4.19 -20.85
H63 17.16 4.80 -20.49
H64 17.89 2.61 -20.09
H65 15.51 1.01 -20.48
H66 13.66 2.53 -21.20
H67 14.73 5.19 -20.94

***

Below is C4H5NO in the gas phase, with properties calculated with ωB97M-V/def2-TZVPD.

Results
**HOMO level**: -10.11 eV
**Gap between HOMO and LUMO**: 10.50 eV
**Charge**: 0
**2S+1**: 1

Element x y z (Å)
C1 -1.98 -0.12 0.16
C2 -0.54 0.32 0.03
C3 0.14 1.39 0.08
C4 1.06 -0.48 0.03
O1 1.04 -1.63 0.38
N1 2.18 0.17 -0.41
H1 -2.37 -0.74 -0.67
H2 -2.55 0.82 0.14
H3 -2.21 -0.61 1.11
H4 3.08 -0.28 -0.29
H5 2.14 1.16 -0.57

***

Below is 2 unconnected molecules or ions with the total composition C4H15N4 in a non-equilibrium geometry, with properties calculated with ωB97M-V/def2-TZVPD.

Results
**HOMO level**: -12.96 eV
**Gap between HOMO and LUMO**: 10.34 eV
**Charge**: +1
**2S+1**: 1

Element x y z (Å)
C1 0.79 -1.25 1.46
C2 -0.05 1.01 1.75
C3 -0.76 0.80 -1.23
C4 0.46 0.25 -0.50
N1 -1.88 -0.04 -0.83
N2 0.56 -1.54 -1.42
N3 1.63 0.94 -0.57
N4 0.03 -0.15 0.85
H1 1.79 -0.91 1.72
H2 0.29 -1.59 2.36
H3 0.85 -2.07 0.74
H4 -0.38 0.69 2.73
H5 0.92 1.49 1.83
H6 -0.77 1.74 1.36
H7 -0.58 0.83 -2.31
H8 -0.96 1.83 -0.90
H9 -1.83 -0.94 -1.30
H10 -2.77 0.37 -1.04
H11 0.20 -1.34 -2.35
H12 1.56 -1.68 -1.52
H13 1.86 1.31 -1.48
H14 2.44 0.52 -0.12
H15 -0.96 -0.46 0.60

***

Below is a gas-phase ion, C26H36ClN4O4S (charge +1) in a non-equilibrium geometry, with properties calculated with ωB97M-V/def2-TZVPD.

Results
**HOMO level**: -11.40 eV
**Gap between HOMO and LUMO**: 9.06 eV
**Charge**: +1
**2S+1**: 1
**Structure (SMILES)**: CC[NH+](CC)CCNC(=O)c1ccc(NC(=O)c2ccc(Cl)c(S(=O)(=O)N3CCCCCC3)c2)cc1

Element x y z (Å)
C1 -2.04 1.08 2.74
C2 -2.11 -0.02 3.79
N1 -0.79 -0.64 4.01
C3 -0.45 -1.64 2.96
H1 -0.89 -2.60 3.24
H2 -0.88 -1.31 2.01
C4 1.07 -1.76 2.78
N2 1.62 -0.69 1.97
C5 1.64 0.60 2.36
O1 1.14 0.99 3.42
C6 2.25 1.51 1.37
C7 3.41 1.17 0.68
C8 3.84 1.94 -0.38
C9 3.08 3.04 -0.79
C10 1.99 3.45 -0.02
C11 1.59 2.70 1.06
H3 0.73 2.99 1.65
H4 1.45 4.34 -0.30
N3 3.32 3.66 -2.02
C12 2.40 3.78 -3.02
O2 2.63 4.35 -4.06
C13 1.08 3.12 -2.73
C14 1.03 1.81 -2.25
C15 -0.18 1.25 -1.87
C16 -1.35 1.97 -2.01
C17 -1.32 3.24 -2.57
C18 -0.11 3.81 -2.92
H5 -0.08 4.81 -3.33
H6 -2.24 3.79 -2.71
Cl1 -2.85 1.30 -1.50
S1 -0.10 -0.38 -1.10
O3 -0.94 -0.40 0.08
O4 1.29 -0.64 -0.84
N4 -0.63 -1.51 -2.16
C19 0.11 -1.52 -3.40
H7 -0.27 -0.74 -4.08
H8 1.14 -1.28 -3.13
C20 0.07 -2.87 -4.11
H9 0.37 -3.66 -3.43
C21 -1.30 -3.19 -4.72
H10 -1.16 -3.85 -5.58
H11 -1.73 -2.26 -5.10
C22 -2.28 -3.87 -3.76
H12 -2.08 -4.94 -3.74
C23 -2.24 -3.35 -2.32
H13 -3.17 -3.63 -1.83
H14 -1.42 -3.83 -1.77
C24 -2.04 -1.84 -2.19
H15 -2.55 -1.32 -3.01
H16 -2.45 -1.50 -1.24
H17 -3.29 -3.74 -4.16
H18 0.81 -2.83 -4.91
H19 1.92 1.21 -2.14
H20 4.27 3.93 -2.26
H21 4.72 1.67 -0.93
H22 3.97 0.29 0.96
H23 1.79 -0.87 0.99
H24 1.57 -1.75 3.75
H25 1.29 -2.69 2.28
C25 -0.66 -1.20 5.38
C26 -0.34 -0.11 6.39
H26 -1.16 0.60 6.49
H27 0.55 0.42 6.10
H28 -0.18 -0.56 7.37
H29 0.14 -1.94 5.38
H30 -1.59 -1.72 5.63
H31 -0.02 0.12 3.90
H32 -2.82 -0.79 3.49
H33 -2.44 0.41 4.73
H34 -3.02 1.53 2.62
H35 -1.73 0.70 1.77
H36 -1.35 1.86 3.05

***

Below is C4H3FO2S in the gas phase in a non-equilibrium geometry, with properties calculated with ωB97M-V/def2-TZVPD.

Results
**HOMO level**: -8.97 eV
**Gap between HOMO and LUMO**: 8.23 eV
**Charge**: 0
**2S+1**: 1
**Structure (SMILES)**: O=CO/C(C=S)=C/F

Element x y z (Å)
C1 0.29 1.39 -0.89
C2 -0.15 0.38 -0.22
C3 0.07 -0.53 1.95
C4 -0.20 -0.86 -1.13
H1 0.48 2.38 -0.31
H2 -0.52 -0.65 2.83
H3 0.18 -0.64 -2.19
O1 -0.54 0.51 1.08
O2 0.99 -1.34 1.77
F1 0.39 1.55 -2.19
S1 -1.00 -2.21 -0.70

***

Below is a molecular structure, C18H33Br4CaKNNa2O15PS in a non-equilibrium geometry, with properties calculated with ωB97M-V/def2-TZVPD.

Results
**HOMO level**: -4.66 eV
**Gap between HOMO and LUMO**: 0.91 eV
**Charge**: 0
**2S+1**: 1

Element x y z (Å)
C1 -4.22 -4.01 -0.47
C2 -4.04 -3.62 1.01
C3 -2.62 -3.90 1.52
C4 -1.65 -4.44 0.46
C5 -1.91 -2.70 2.21
C6 -2.08 -3.03 3.69
O1 -1.30 -3.63 4.38
O2 -3.30 -2.57 4.09
C7 -3.35 -1.21 3.54
C8 -4.64 -0.36 3.61
O3 -5.67 -0.53 2.90
O4 -4.57 0.51 4.45
C9 -2.52 -1.28 2.26
N1 -3.02 -0.67 1.03
H1 -4.06 -5.07 -0.59
H2 -5.26 -3.85 -0.79
H3 -3.59 -3.44 -1.14
H4 -4.72 -4.28 1.55
H5 -4.38 -2.61 1.19
H6 -2.69 -4.71 2.24
H7 -1.52 -3.77 -0.37
H8 -0.71 -4.60 0.98
H9 -1.97 -5.43 0.13
H10 -0.90 -2.56 1.84
H11 -2.71 -0.67 4.23
H12 -1.65 -0.68 2.53
H13 -2.92 0.33 1.06
H14 -2.58 -1.05 0.20
C10 -0.63 -6.02 -5.02
C11 -1.03 -5.30 -3.75
C12 -1.89 -4.08 -3.95
O5 -1.58 -3.30 -2.80
C13 -0.33 -3.63 -2.42
O6 0.31 -3.06 -1.60
O7 0.11 -4.73 -3.09
H15 0.12 -6.78 -4.81
H16 -1.50 -6.49 -5.48
H17 -0.19 -5.32 -5.73
H18 -1.49 -6.01 -3.05
H19 -2.96 -4.32 -3.99
H20 -1.63 -3.50 -4.83
C14 1.87 1.82 3.62
O8 1.99 2.28 2.26
P1 1.26 1.50 1.08
O9 0.25 0.52 1.46
O10 2.43 0.94 0.20
C15 3.23 -0.13 0.70
O11 0.68 2.65 0.18
C16 1.58 3.66 -0.32
H21 2.72 1.19 3.87
H22 1.87 2.69 4.27
H23 0.94 1.27 3.77
H24 2.67 -0.77 1.39
H25 4.11 0.28 1.21
H26 3.56 -0.72 -0.14
H27 2.49 3.23 -0.72
H28 1.84 4.37 0.49
H29 1.07 4.20 -1.13
K1 0.12 5.44 0.20
Na1 -2.61 -4.98 4.67
Br1 1.28 8.99 -0.75
C17 3.09 9.67 -1.08
C18 4.07 8.55 -1.32
Br2 4.60 7.56 0.16
H30 3.36 10.28 -0.23
H31 2.98 10.29 -1.96
H32 5.00 8.96 -1.73
H33 3.70 7.75 -1.96
Br3 3.42 5.48 -1.70
Na2 4.44 7.09 -3.43
Br4 -1.03 -0.96 -4.00
Ca1 -6.10 -1.75 0.57
O12 6.27 4.59 -0.36
S1 7.27 5.00 -1.37
O13 8.29 5.84 -0.72
O14 6.60 5.78 -2.45
O15 7.91 3.81 -1.94

***

- charge of number 8 (C4H3FO2S)?
  0

***

- charge of number 6 (C4H15N4)?
  +1